(1)
{
  "formula": "C13H34BrN14O7",
  "method": "the ωB97M-V functional and the def2-TZVPD basis",
  "gap_ev": 5.969,
  "lumo_energy_ev": -5.22,
  "total_charge": 1,
  "total_energy_ev": -119263.6989,
  "mol_weight_g_mol": 578.41,
  "symbols": ["C", "C", "O", "C", "C", "C", "C", "C", "Br", "N", "N", "H", "H", "H", "H", "H", "H", "H", "H", "H", "H", "C", "O", "N", "N", "H", "H", "H", "H", "C", "O", "N", "N", "H", "H", "H", "H", "C", "O", "N", "N", "H", "H", "H", "H", "C", "O", "N", "N", "H", "H", "H", "H", "C", "O", "N", "N", "H", "H", "H", "H", "C", "O", "N", "N", "H", "H", "H", "H"],
  "positions_angstrom": [[7.133, 1.037, 0.231], [6.036, 2.226, 0.085], [5.325, 2.367, 1.367], [4.279, 3.341, 1.234], [2.958, 2.690, 0.551], [2.950, 1.121, 0.303], [1.648, 0.595, -0.407], [0.547, 1.681, -0.720], [-1.137, 1.184, -1.594], [0.828, 3.032, -0.338], [1.906, 3.568, 0.224], [7.629, 0.806, -0.788], [6.684, 0.081, 0.693], [7.969, 1.471, 0.893], [5.310, 1.913, -0.762], [6.611, 3.167, -0.210], [4.045, 3.933, 2.180], [4.655, 4.122, 0.462], [3.811, 0.439, 0.602], [1.534, -0.508, -0.668], [0.051, 3.699, -0.541], [-4.240, -1.097, -4.162], [-4.743, -2.113, -4.610], [-3.348, -1.109, -3.142], [-4.532, 0.139, -4.648], [-2.926, -0.284, -2.761], [-3.103, -2.010, -2.751], [-5.192, 0.188, -5.408], [-4.130, 0.988, -4.295], [5.051, -1.456, 3.270], [5.692, -1.450, 2.228], [3.710, -1.667, 3.302], [5.620, -1.253, 4.480], [3.165, -1.676, 4.145], [3.249, -1.823, 2.421], [6.617, -1.093, 4.499], [5.109, -1.252, 5.345], [-3.181, -4.185, -0.394], [-2.995, -3.417, -1.331], [-2.205, -4.994, 0.092], [-4.371, -4.292, 0.234], [-2.336, -5.630, 0.858], [-1.303, -4.943, -0.352], [-5.124, -3.705, -0.100], [-4.544, -4.914, 1.003], [8.635, 1.582, 4.554], [9.038, 0.442, 4.729], [7.426, 1.850, 4.003], [9.361, 2.676, 4.894], [7.074, 2.778, 3.851], [6.857, 1.062, 3.737], [10.266, 2.516, 5.306], [9.047, 3.619, 4.758], [-7.235, 2.905, -3.205], [-6.570, 2.809, -2.183], [-6.830, 2.388, -4.391], [-8.434, 3.537, -3.241], [-7.359, 2.455, -5.242], [-5.943, 1.910, -4.402], [-8.769, 3.935, -2.378], [-8.994, 3.626, -4.068], [-8.094, -3.626, -0.658], [-7.052, -3.628, -0.015], [-8.943, -4.682, -0.676], [-8.488, -2.570, -1.407], [-9.801, -4.701, -1.196], [-8.684, -5.488, -0.130], [-7.882, -1.765, -1.419], [-9.337, -2.548, -1.941]]
}

---

(2)
{
  "formula": "C13H34Li2N8O13",
  "method": "the ωB97M-V functional and the def2-TZVPD basis",
  "gap_ev": 5.217,
  "lumo_energy_ev": -3.83,
  "total_charge": 0,
  "total_energy_ev": -52985.3484,
  "mol_weight_g_mol": 524.34,
  "symbols": ["Li", "Li", "C", "C", "C", "O", "C", "C", "C", "O", "O", "O", "H", "H", "O", "H", "H", "O", "H", "H", "O", "H", "H", "O", "H", "H", "C", "O", "N", "N", "H", "H", "H", "H", "C", "O", "N", "N", "H", "H", "H", "H", "C", "O", "N", "N", "H", "H", "H", "H", "C", "O", "N", "N", "H", "H", "H", "H", "C", "C", "C", "O", "H", "H", "H", "H", "H", "H", "H", "H"],
  "positions_angstrom": [[-1.595, 2.254, 4.374], [-0.680, 4.330, 2.556], [-1.326, -0.252, 1.108], [-1.030, -0.678, -0.186], [-0.208, 0.277, -1.053], [0.064, -0.034, -2.240], [0.143, 1.540, -0.592], [-0.269, 1.958, 0.685], [-1.027, 1.001, 1.622], [-1.311, 1.375, 2.794], [-0.057, 3.142, 1.084], [-1.285, -1.840, -0.529], [-1.912, -0.897, 1.755], [0.633, 2.156, -1.334], [0.826, 0.711, -4.825], [0.592, 0.553, -3.894], [1.038, -0.159, -5.176], [0.052, 5.042, -0.768], [0.187, 4.146, -0.385], [0.923, 5.325, -1.068], [-1.835, -3.850, 1.280], [-1.546, -3.095, 0.724], [-2.492, -3.485, 1.880], [-4.057, 1.062, 3.203], [-4.536, 1.532, 2.511], [-3.349, 0.599, 2.738], [3.648, -1.324, -1.545], [4.754, -1.578, -1.097], [3.336, -0.152, -2.186], [2.538, -2.085, -1.310], [4.098, 0.500, -2.183], [2.371, 0.101, -2.305], [1.651, -1.853, -1.726], [2.585, -2.903, -0.732], [3.921, 4.155, 1.056], [3.907, 5.107, 1.842], [5.102, 3.702, 0.519], [2.812, 3.422, 0.778], [5.122, 2.812, 0.063], [5.884, 4.175, 0.937], [1.976, 3.716, 1.250], [2.911, 2.663, 0.130], [-3.075, -4.532, -2.703], [-3.764, -5.063, -3.574], [-2.552, -5.223, -1.645], [-2.654, -3.245, -2.825], [-2.712, -6.208, -1.599], [-2.130, -4.708, -0.897], [-3.022, -2.745, -3.614], [-2.207, -2.655, -2.130], [-3.305, 1.396, -3.416], [-4.411, 1.594, -3.913], [-2.761, 0.161, -3.244], [-2.537, 2.441, -2.981], [-3.331, -0.651, -3.359], [-1.812, 0.094, -2.907], [-2.988, 3.335, -2.977], [-1.708, 2.273, -2.442], [0.324, -1.339, 4.671], [0.933, -2.055, 3.470], [1.769, -1.123, 2.581], [1.704, -3.161, 3.946], [-0.230, -2.007, 5.337], [-0.403, -0.583, 4.349], [1.030, -0.799, 5.308], [0.140, -2.420, 2.805], [1.860, -1.409, 1.539], [2.736, -0.943, 3.059], [1.309, -0.133, 2.678], [1.237, -3.464, 4.729]]
}

---

(3)
{
  "formula": "C13H35N2O4PS",
  "method": "the ωB97M-V functional and the def2-TZVPD basis",
  "gap_ev": 7.902,
  "lumo_energy_ev": -0.60,
  "smiles": "CCCCNPN=C=S.CCO.CCO.CCO.CCO",
  "de_lowest_kj_mol": 337.15,
  "total_charge": 0,
  "total_energy_ev": -45337.4459,
  "mol_weight_g_mol": 346.47,
  "symbols": ["C", "C", "C", "C", "N", "P", "N", "C", "S", "H", "H", "H", "H", "H", "H", "H", "H", "H", "H", "H", "C", "C", "O", "H", "H", "H", "H", "H", "H", "C", "C", "O", "H", "H", "H", "H", "H", "H", "C", "C", "O", "H", "H", "H", "H", "H", "H", "C", "C", "O", "H", "H", "H", "H", "H", "H"],
  "positions_angstrom": [[1.613, -1.163, -0.585], [1.087, 0.177, -1.435], [2.318, 0.727, -2.374], [3.065, 2.074, -1.813], [4.526, 2.202, -2.184], [4.812, 2.119, -3.942], [6.378, 1.212, -4.095], [6.116, -0.101, -3.726], [6.066, -1.774, -3.422], [1.057, -2.116, -1.039], [1.354, -1.055, 0.552], [2.772, -1.318, -0.714], [0.240, -0.225, -2.145], [0.719, 1.043, -0.738], [1.856, 0.996, -3.439], [3.079, -0.147, -2.537], [2.429, 3.047, -2.076], [3.025, 2.004, -0.623], [5.147, 1.569, -1.633], [3.856, 1.292, -4.632], [5.883, -2.185, -8.362], [4.794, -1.953, -7.336], [3.569, -2.505, -7.795], [5.613, -1.729, -9.320], [6.833, -1.760, -8.025], [6.021, -3.255, -8.546], [4.645, -0.881, -7.171], [5.051, -2.416, -6.379], [3.710, -3.458, -7.930], [-0.743, 3.336, 1.297], [-1.815, 2.276, 1.442], [-1.343, 1.036, 0.936], [-0.459, 3.455, 0.247], [-1.094, 4.300, 1.679], [0.162, 3.049, 1.842], [-2.710, 2.557, 0.879], [-2.096, 2.143, 2.491], [-0.553, 0.792, 1.448], [-5.621, 0.717, 4.374], [-4.633, 1.771, 4.829], [-4.257, 2.589, 3.731], [-5.184, 0.094, 3.586], [-5.917, 0.074, 5.208], [-6.517, 1.182, 3.952], [-3.730, 1.302, 5.230], [-5.068, 2.405, 5.608], [-5.065, 3.008, 3.388], [-4.956, -2.909, 7.370], [-6.346, -2.819, 6.775], [-6.266, -2.790, 5.358], [-4.347, -2.056, 7.055], [-5.000, -2.928, 8.463], [-4.443, -3.812, 7.022], [-6.846, -1.905, 7.108], [-6.957, -3.676, 7.075], [-5.828, -3.610, 5.072]]
}

---

(4)
{
  "formula": "C13H36AlBNO8S2",
  "method": "the ωB97M-V functional and the def2-TZVPD basis",
  "gap_ev": 5.968,
  "lumo_energy_ev": 1.95,
  "total_charge": -1,
  "total_energy_ev": -60880.4354,
  "mol_weight_g_mol": 436.36,
  "symbols": ["C", "O", "B", "O", "Al", "C", "C", "C", "C", "C", "C", "N", "H", "H", "H", "H", "H", "H", "H", "H", "H", "H", "H", "H", "H", "H", "H", "H", "H", "H", "H", "H", "O", "S", "O", "O", "C", "C", "C", "H", "H", "H", "H", "H", "H", "H", "H", "O", "S", "O", "O", "C", "C", "C", "H", "H", "H", "H", "H", "H", "H", "H"],
  "positions_angstrom": [[-2.471, -1.344, 2.817], [-1.145, -1.057, 2.439], [-0.313, -2.015, 1.820], [-0.978, -3.155, 1.341], [1.848, -1.698, 1.544], [2.247, 0.272, 1.682], [2.388, -2.344, -0.298], [3.899, -2.156, -0.555], [4.249, -1.277, -1.778], [5.279, -0.173, -1.525], [6.748, -0.632, -1.425], [7.017, -1.958, -0.863], [-3.150, -1.383, 1.955], [-2.540, -2.298, 3.349], [-2.808, -0.542, 3.478], [-1.908, -3.005, 1.138], [2.749, -2.558, 2.632], [2.314, 0.593, 2.729], [1.419, 0.836, 1.236], [3.174, 0.586, 1.188], [2.107, -3.397, -0.409], [1.815, -1.799, -1.060], [4.373, -3.139, -0.660], [4.385, -1.704, 0.321], [4.581, -1.895, -2.624], [3.329, -0.794, -2.116], [4.988, 0.370, -0.620], [5.226, 0.549, -2.348], [7.311, 0.088, -0.825], [7.197, -0.607, -2.423], [6.702, -1.986, 0.101], [6.447, -2.645, -1.343], [0.500, 4.250, 2.899], [-0.182, 3.962, 1.672], [0.539, 3.425, 0.565], [-0.918, 5.310, 1.211], [-0.095, 6.500, 1.159], [0.772, 6.549, -0.080], [-1.593, 2.967, 1.986], [0.497, 6.549, 2.073], [-0.820, 7.313, 1.172], [1.535, 5.774, -0.061], [1.261, 7.524, -0.133], [0.167, 6.412, -0.976], [-2.169, 3.411, 2.793], [-1.202, 1.988, 2.266], [-2.171, 2.893, 1.068], [-4.557, -0.527, -2.524], [-4.984, -1.236, -1.355], [-4.036, -2.004, -0.611], [-6.222, -2.154, -1.744], [-6.050, -3.022, -2.900], [-5.232, -4.251, -2.578], [-5.826, -0.148, -0.261], [-5.607, -2.432, -3.703], [-7.071, -3.277, -3.178], [-4.196, -3.999, -2.361], [-5.254, -4.924, -3.437], [-5.646, -4.773, -1.716], [-6.576, 0.405, -0.819], [-5.066, 0.519, 0.140], [-6.272, -0.738, 0.536]]
}